This record from the OMol25 dataset describes C113H65Br3O16 as an isolated structure at a distorted geometry. The level of theory is ωB97M-V/def2-TZVPD.

Net charge: 0
E_HOMO, eV: -9.4
Strongest force on any atom, eV Å⁻¹: 5.1
HOMO-LUMO gap, eV: 8.24

Each line ends with the Löwdin charge.
Geometry (Å):
C  -9.6926  -4.8754  -2.7347  -0.0912
C  -9.4786  -3.5489  -2.5336  -0.0548
C  -9.9459  -3.0458  -1.3256  -0.0584
C  -10.6491  -3.6701  -0.3772  -0.0808
C  -10.9732  -5.0440  -0.6986  -0.0435
C  -10.4879  -5.6615  -1.8956  0.0132
C  -11.5968  -5.8767  0.4355  -0.2611
O  -11.7753  -7.0566  0.1959  0.0881
C  -11.8746  -5.2610  1.8104  -0.0636
C  -12.2781  -6.1621  2.8172  -0.0144
C  -12.5379  -5.6151  4.0559  -0.0549
C  -12.3511  -4.2367  4.3799  -0.0425
C  -11.8114  -3.4736  3.3847  -0.0433
C  -11.4894  -3.9147  2.0930  -0.0625
C  -10.9463  -2.9826  1.0037  -0.2050
O  -10.8187  -1.7496  1.1222  0.0762
H  -9.2731  -5.3703  -3.5981  0.1062
H  -8.7808  -3.0212  -3.1668  0.1123
H  -9.6338  -2.0405  -1.0838  0.1179
H  -10.6541  -6.6545  -2.2863  0.1160
H  -12.3336  -7.2320  2.6810  0.1207
H  -12.8597  -6.3817  4.7453  0.1017
H  -12.5296  -3.7869  5.3454  0.1076
H  -11.5466  -2.4633  3.6597  0.1164
C  -3.8595  -15.1828  1.7369  -0.0425
C  -2.6972  -14.8580  1.0622  -0.0722
C  -2.4287  -13.5473  0.7419  0.0045
C  -3.3870  -12.5416  0.8991  -0.1031
C  -4.6180  -12.8266  1.4897  -0.0790
C  -4.7766  -14.1408  1.9828  0.0144
C  -5.7233  -11.8642  1.5993  -0.2642
O  -6.9082  -12.0987  1.8429  0.1003
C  -5.3240  -10.4026  1.3485  -0.0574
C  -6.1461  -9.3454  1.7330  0.0059
C  -5.7227  -8.0023  1.4652  -0.0663
C  -4.5605  -7.7242  0.8011  -0.0918
C  -3.6922  -8.7378  0.4278  -0.0003
C  -4.0424  -10.0857  0.7243  -0.0415
C  -3.1467  -11.2486  0.3447  -0.2939
O  -2.1739  -11.0053  -0.3680  0.0938
H  -4.0855  -16.2040  2.0062  0.1066
H  -2.0511  -15.5811  0.5867  0.1111
H  -1.4477  -13.4764  0.2956  0.1235
H  -5.6155  -14.3617  2.6261  0.1159
H  -7.1322  -9.2718  2.1673  0.1139
H  -6.3399  -7.1501  1.7086  0.1016
H  -4.2128  -6.7283  0.5696  0.1061
H  -2.7603  -8.4792  -0.0529  0.1148
C  2.2404  2.2226  2.0045  -0.0650
C  2.2157  1.0680  1.3063  -0.0717
C  1.0383  0.5443  0.7817  0.0099
C  -0.1595  1.0023  1.2720  -0.1105
C  -0.1446  2.1127  2.1099  -0.0707
C  1.0391  2.7613  2.4239  0.0051
C  -1.4730  2.7213  2.5637  -0.2953
O  -1.5236  3.6841  3.2307  0.1349
C  -2.6969  1.8349  2.4717  -0.0678
C  -3.8103  2.0796  3.2971  -0.0038
C  -4.9133  1.2364  3.2722  -0.0496
C  -4.8941  0.1112  2.4284  -0.0641
C  -3.7576  -0.2377  1.7152  -0.0173
C  -2.6922  0.6656  1.6580  -0.0694
C  -1.3911  0.2886  0.9255  -0.2391
O  -1.4633  -0.6655  0.1289  0.0704
H  3.2071  2.6426  2.2405  0.1120
H  3.1195  0.4914  1.1759  0.1133
H  1.1627  -0.3695  0.2196  0.1244
H  0.9200  3.6095  3.0817  0.1197
H  -3.7571  2.9663  3.9114  0.1143
H  -5.8700  1.2880  3.7708  0.1048
H  -5.6611  -0.6401  2.3108  0.1042
H  -3.6133  -1.0392  1.0058  0.1129
C  2.4782  -6.0027  -5.4899  -0.0730
C  2.2487  -5.1899  -4.4079  -0.0877
C  2.8292  -3.9673  -4.3075  -0.0166
C  3.7941  -3.5605  -5.2464  -0.0714
C  4.0014  -4.3698  -6.4048  -0.0307
C  3.3994  -5.6828  -6.4637  0.0155
C  4.9079  -4.0361  -7.6086  -0.3414
O  5.1166  -4.7147  -8.5498  0.1375
C  5.1193  -2.6024  -7.6105  -0.0585
C  5.2533  -2.0272  -8.9676  0.0309
C  5.5796  -0.6873  -9.1667  -0.0699
C  5.5389  0.1749  -8.0738  -0.0479
C  5.1933  -0.3119  -6.7772  0.0124
C  5.0102  -1.6809  -6.5340  -0.0890
C  4.3842  -2.1834  -5.2774  -0.2585
O  4.0627  -1.4386  -4.3401  0.0740
H  1.8657  -6.8908  -5.5391  0.1079
H  1.4868  -5.3956  -3.6707  0.1108
H  2.5832  -3.3079  -3.4883  0.1186
H  3.5541  -6.1913  -7.4038  0.1129
H  5.2573  -2.7361  -9.7823  0.1078
H  5.7303  -0.2548  -10.1447  0.1050
H  5.8203  1.2053  -8.2330  0.1009
H  4.9526  0.2664  -5.8975  0.1116
C  1.2940  6.8624  -2.6324  -0.0291
C  1.9750  5.6806  -3.0604  -0.0726
C  3.0145  5.2292  -2.3703  -0.0063
C  3.5474  6.0491  -1.3055  -0.0620
C  2.7986  7.1179  -0.8050  -0.0885
C  1.7148  7.5303  -1.5063  -0.0364
C  3.2906  8.0558  0.3154  -0.2070
O  2.5668  9.0348  0.6479  0.0673
C  4.4782  7.5477  1.0484  -0.1003
C  4.8988  8.1635  2.2126  -0.0228
C  6.1243  7.9654  2.8793  -0.0287
C  7.0051  6.9803  2.3125  -0.0498
C  6.5970  6.3193  1.1537  0.0035
C  5.2933  6.5060  0.5476  -0.0438
C  4.8905  5.8779  -0.7482  -0.3266
O  5.6601  5.1349  -1.2704  0.1281
H  0.4679  7.2175  -3.2307  0.1048
H  1.6001  5.1909  -3.9471  0.1092
H  3.4833  4.2876  -2.6153  0.1216
H  1.2205  8.4304  -1.1718  0.1200
H  4.3037  8.8841  2.7539  0.1120
H  6.4340  8.5262  3.7487  0.1008
H  7.9489  6.6618  2.7300  0.1001
H  7.2707  5.5956  0.7191  0.1094
C  10.6784  -1.9590  10.6586  -0.0397
C  11.1547  -1.7021  9.4024  -0.1044
C  10.3521  -1.6465  8.3080  -0.0061
C  8.9451  -1.5655  8.4824  -0.0627
C  8.3752  -1.6676  9.7469  -0.1018
C  9.2557  -1.9272  10.8323  0.0346
C  6.9206  -1.6430  9.9170  -0.2750
O  6.5051  -1.8666  11.0413  0.0936
C  6.0014  -1.5525  8.6962  -0.0606
C  4.6097  -1.6301  8.8508  0.0123
C  3.8139  -1.6665  7.6547  -0.0492
C  4.4145  -1.4447  6.4191  -0.0554
C  5.8317  -1.3506  6.2981  -0.0021
C  6.6515  -1.4967  7.4100  -0.0887
C  8.1238  -1.5252  7.1911  -0.2382
O  8.6124  -1.5097  6.0359  0.0690
H  11.3489  -2.2585  11.4505  0.1058
H  12.2273  -1.6384  9.2928  0.1098
H  10.9273  -1.5970  7.3953  0.1212
H  8.7479  -2.0414  11.7787  0.1095
H  4.2151  -1.6946  9.8541  0.1140
H  2.7747  -1.9497  7.7344  0.1008
H  3.8685  -1.4365  5.4873  0.0998
H  6.2730  -1.0574  5.3570  0.1146
C  -1.3496  -0.1634  -6.1194  -0.0379
C  -1.3415  -1.6048  -5.9678  -0.0363
C  -0.8453  -2.4596  -6.9638  0.0061
C  -0.2860  -1.8851  -8.1618  -0.0721
C  -0.1583  -0.4700  -8.2175  -0.0812
C  -0.6948  0.3423  -7.2020  -0.0257
C  0.4000  0.1500  -9.4331  -0.2704
O  0.6949  1.3117  -9.4520  0.1160
C  0.6265  -0.8196  -10.6830  -0.0624
C  0.9995  -0.2271  -11.8850  -0.0254
C  1.2461  -0.9934  -13.0402  -0.0530
C  1.0886  -2.3912  -12.9836  -0.0761
C  0.7505  -3.0212  -11.8010  0.0120
C  0.4825  -2.2164  -10.6077  -0.0572
C  0.0726  -2.7853  -9.2508  -0.2628
O  0.0064  -4.0240  -9.0955  0.0679
H  -1.6070  0.4755  -5.2875  0.1043
H  -1.4952  -2.1890  -5.0725  0.0981
H  -0.7350  -3.5055  -6.7184  0.1109
H  -0.5604  1.4101  -7.2928  0.1183
H  0.9789  0.8380  -12.0628  0.1130
H  1.5778  -0.4985  -13.9410  0.1018
H  1.1773  -2.9436  -13.9074  0.1019
H  0.4747  -4.0524  -11.6367  0.1092
C  0.0039  16.2028  0.1206  -0.0386
C  -1.0489  15.4787  -0.4834  -0.0499
C  -1.5347  14.3093  0.1025  -0.0233
C  -0.9282  13.7353  1.2053  -0.0619
C  0.2029  14.3678  1.7733  -0.0994
C  0.6046  15.5543  1.1945  -0.0244
C  0.8599  13.7726  2.9609  -0.2559
O  1.7796  14.4006  3.5186  0.0764
C  0.3735  12.4029  3.3579  -0.0378
C  1.1432  11.8034  4.3918  -0.0403
C  0.9272  10.5564  4.7457  -0.0812
C  -0.0343  9.7262  4.0797  -0.0196
C  -0.8663  10.3573  3.1576  -0.0158
C  -0.7094  11.6857  2.7358  -0.0653
C  -1.5309  12.3834  1.7037  -0.2457
O  -2.4529  11.8194  1.1292  0.0954
H  0.1824  17.2516  -0.0650  0.1068
H  -1.6506  15.9264  -1.2606  0.1006
H  -2.3962  13.7925  -0.2941  0.1146
H  1.5521  15.9225  1.5594  0.1168
H  1.9406  12.3260  4.8993  0.1232
H  1.6632  10.1031  5.3931  0.1067
H  -0.1124  8.6523  4.1640  0.1044
H  -1.5220  9.7356  2.5662  0.1154
C  5.1059  3.8779  7.2483  -1.4305
Br  3.7295  5.2950  6.8726  0.4930
Br  4.5180  2.9490  8.9262  0.4919
Br  7.1029  4.3455  7.2528  0.4834
H  4.9701  3.1623  6.4374  -0.0443